ORCA calculation (wB97M-V/def2-TZVPD) on a cluster of 2 separate species, CH6S2 in total.

Calculated values
Kohn-Sham gap	0.36077	Eh
ΔE to the lowest compared entry with this formula, charge and spin	4.96	kcal/mol
lowest unoccupied orbital energy	0.030	Eh

The geometry in ORCA input format:
```
! wB97M-V def2-TZVPD RIJCOSX def2/J DEFGRID3
* xyz 0 1
S 0.873 -3.031 0.773
H 0.178 -3.658 -0.178
C 0.191 2.852 -0.050
S -0.995 1.772 -0.854
H 0.930 3.252 -0.736
H 0.708 2.393 0.788
H -0.122 -3.105 1.669
H -0.165 0.817 -1.284
H -0.386 3.696 0.307
*
```